ORCA calculation (the ωB97M-V functional and the def2-TZVPD basis) on a cluster of 7 separate species, C41H86BBrClN10O16 in total at a distorted geometry.

Each line ends with the Mulliken charge.
Element x y z (Å)
1 C 5.0167 5.0826 3.8108  -1.28
2 C 5.1538 3.5924 3.4211  -0.03
3 O 4.1842 2.8057 4.1134  -0.35
4 C 4.6620 1.4767 4.2801  -0.52
5 C 3.4916 0.4187 4.1427  -0.24
6 O 2.3215 1.1107 3.6902  0.07
7 C 1.2970 0.2988 3.2267  -0.15
8 C 1.1506 -1.0569 4.0467  -0.94
9 C 1.8761 -2.2900 3.4349  -1.18
10 C 0.8919 -3.3521 2.8417  -0.64
11 O 1.5527 -3.9271 1.7237  -0.19
12 C -0.0470 1.1020 3.5848  -0.64
13 Br 0.3656 3.0101 3.7712  -0.03
14 C -1.2500 0.7524 2.6759  0.79
15 C -1.6860 1.8491 1.6319  -0.30
16 C -3.1266 1.5932 1.0718  -0.57
17 C -3.5157 2.6834 -0.0105  -0.77
18 C -5.0360 3.0093 0.0945  -0.49
19 C -5.2370 4.4307 -0.5295  -0.86
20 O -4.7953 5.4373 0.3941  -0.38
21 C -5.6960 5.6536 1.3928  0.71
22 C -5.1106 6.1818 2.7161  -0.61
23 O -6.8617 5.4810 1.3020  -0.52
24 C -2.4328 0.2904 3.6041  -1.90
25 C -3.0693 1.3286 4.5658  0.18
26 O -3.1867 2.6593 4.1089  -0.56
27 C -2.4818 1.3021 6.0666  -0.89
28 N -2.0443 2.5954 6.5687  -0.55
29 N -0.9957 -0.4561 1.8468  0.23
30 C 0.2346 -0.5734 1.2582  -1.50
31 N 0.2688 -1.3843 0.2177  0.52
32 O 1.4328 -1.6903 -0.4347  -0.08
33 B 1.0834 -1.6809 -1.8334  0.59
34 O 0.3102 -2.6683 -2.4010  -0.62
35 O 1.4886 -0.6330 -2.6504  -0.60
36 N 1.3437 -0.0039 1.7807  1.10
37 C 2.2784 0.7189 0.9378  -0.34
38 C 2.1065 2.2591 0.7535  0.09
39 O 2.7700 2.9824 1.3488  -0.30
40 Cl 0.9756 2.9889 -0.4321  -0.18
41 H 3.9812 5.4509 3.7709  0.26
42 H 5.4709 5.1985 4.8119  0.32
43 H 5.6554 5.6566 3.1091  0.38
44 H 6.1613 3.2446 3.7351  0.31
45 H 5.1002 3.4664 2.3195  0.24
46 H 5.4351 1.1854 3.5543  0.18
47 H 5.0550 1.4202 5.3173  0.36
48 H 3.8265 -0.3965 3.4783  0.07
49 H 3.3396 0.0307 5.1693  0.27
50 H 0.0614 -1.2768 4.0165  0.16
51 H 1.3691 -0.8918 5.1155  0.89
52 H 2.6764 -2.0580 2.7152  0.36
53 H 2.3747 -2.8151 4.2759  0.62
54 H -0.0977 -2.9146 2.5816  0.13
55 H 0.6870 -4.1621 3.5741  0.41
56 H 1.1667 -4.7899 1.4853  0.20
57 H -0.2809 0.7611 4.6062  0.08
58 H -1.0210 1.7331 0.7592  -0.23
59 H -1.7315 2.8640 2.0440  0.88
60 H -3.8908 1.6112 1.8657  0.25
61 H -3.2180 0.6100 0.5592  0.21
62 H -3.3199 2.2101 -0.9913  0.19
63 H -2.8732 3.5571 0.1873  0.50
64 H -5.3994 2.9912 1.1379  0.37
65 H -5.6359 2.2583 -0.4575  0.37
66 H -4.5322 4.4801 -1.3810  0.45
67 H -6.2601 4.5813 -0.9040  0.39
68 H -5.9367 6.5253 3.3526  0.32
69 H -4.3343 6.9467 2.5497  0.31
70 H -4.6341 5.3049 3.2046  -0.08
71 H -3.2308 -0.1927 3.0048  0.54
72 H -2.0144 -0.5360 4.2212  0.29
73 H -4.1198 1.0016 4.7102  0.53
74 H -2.3232 3.0967 4.0375  0.34
75 H -3.2867 0.9815 6.7580  0.40
76 H -1.6983 0.5233 6.1789  0.29
77 H -2.8079 3.2611 6.5989  0.27
78 H -1.2533 2.9719 6.0573  0.22
79 H -1.7708 -0.6984 1.2395  0.65
80 H -0.5748 -1.8355 -0.1317  0.27
81 H -0.4825 -2.2830 -2.8145  0.31
82 H 0.7515 -0.0178 -2.8149  0.28
83 H 3.2915 0.6105 1.3683  0.37
84 H 2.3958 0.3226 -0.0906  0.92
85 C -2.6063 -0.4544 -4.0394  0.49
86 O -1.4313 -0.2280 -4.3050  -0.67
87 N -3.4954 -0.9925 -4.8822  0.14
88 C -4.8741 -1.2313 -4.4985  -0.86
89 C -3.0659 -1.3502 -6.2288  -1.01
90 H -3.0353 -0.2218 -3.0479  -0.01
91 H -5.0943 -2.2966 -4.5875  0.34
92 H -5.5355 -0.6694 -5.1604  0.33
93 H -5.0488 -0.9164 -3.4703  0.28
94 H -2.2561 -2.0779 -6.1680  0.26
95 H -2.6952 -0.4598 -6.7371  0.29
96 H -3.8941 -1.7727 -6.7920  0.44
97 C -5.2059 -1.2086 -9.4590  0.08
98 O -4.2297 -1.9353 -9.3941  -0.59
99 N -5.1745 0.1126 -9.7242  0.20
100 C -6.3811 0.9104 -9.7862  -0.88
101 C -3.8901 0.7607 -9.9571  -0.59
102 H -6.2290 -1.5937 -9.3005  0.26
103 H -6.4695 1.3565 -10.7794  0.28
104 H -6.3297 1.7045 -9.0370  0.31
105 H -7.2600 0.2962 -9.5935  0.33
106 H -3.3978 0.2892 -10.8088  0.28
107 H -3.2577 0.6342 -9.0761  0.09
108 H -4.0286 1.8268 -10.1590  0.28
109 C 3.2126 -6.1677 0.5908  0.45
110 O 2.0743 -6.6178 0.5607  -0.71
111 N 4.3222 -6.8360 0.2369  0.14
112 C 5.6385 -6.2303 0.3022  -0.93
113 C 4.1986 -8.2091 -0.2253  -0.94
114 H 3.4154 -5.1386 0.9246  0.01
115 H 6.0855 -6.2281 -0.6941  0.34
116 H 6.2694 -6.8081 0.9802  0.34
117 H 5.5729 -5.2057 0.6648  0.31
118 H 3.5569 -8.2389 -1.1070  0.30
119 H 3.7401 -8.8155 0.5573  0.26
120 H 5.1781 -8.6123 -0.4726  0.40
121 C -3.3613 4.6045 -10.3393  0.13
122 O -3.1734 3.4269 -10.5981  -0.63
123 N -4.3629 5.3551 -10.8366  0.11
124 C -4.5259 6.7531 -10.4852  -0.93
125 C -5.3089 4.7435 -11.7545  -0.79
126 H -2.7010 5.1619 -9.6551  0.28
127 H -5.5006 6.8970 -10.0142  0.35
128 H -4.4682 7.3627 -11.3890  0.34
129 H -3.7470 7.0692 -9.7933  0.29
130 H -5.8020 3.9037 -11.2618  0.14
131 H -4.7752 4.3672 -12.6286  0.30
132 H -6.0540 5.4716 -12.0672  0.39
133 C 3.1774 -6.7139 6.2370  0.08
134 O 4.3083 -6.5399 5.8275  -0.58
135 N 2.1693 -7.2624 5.5224  0.17
136 C 0.8406 -7.4390 6.0737  -0.92
137 C 2.4306 -7.6873 4.1580  -0.94
138 H 2.8765 -6.4259 7.2593  0.28
139 H 0.5801 -8.4994 6.0607  0.33
140 H 0.1196 -6.8833 5.4689  0.30
141 H 0.7984 -7.0759 7.0994  0.32
142 H 3.2226 -8.4381 4.1613  0.35
143 H 2.7665 -6.8297 3.5721  0.21
144 H 1.5316 -8.1058 3.7103  0.39
145 C 7.7711 -0.0905 2.9937  0.16
146 O 6.8390 -0.7113 3.4797  -0.66
147 N 8.9415 0.1514 3.6098  0.12
148 C 10.0092 0.8985 2.9714  -0.94
149 C 9.1410 -0.3528 4.9588  -0.92
150 H 7.7217 0.3339 1.9765  0.34
151 H 10.8995 0.2705 2.9030  0.36
152 H 10.2371 1.7847 3.5670  0.35
153 H 9.7161 1.2093 1.9699  0.30
154 H 9.0390 -1.4389 4.9591  0.30
155 H 8.3805 0.0665 5.6192  0.26
156 H 10.1296 -0.0786 5.3201  0.39

Output
* total charge: +1
* spin multiplicity: 1
* electronic energy: -174807.9184 eV